This record from OMol25 describes C2H2N2O in the gas phase at a distorted geometry. The level of theory is ωB97M-V/def2-TZVPD.

## Properties
E = -7129.8843 eV
HOMO = -10.993 eV
Kohn-Sham gap = 11.5246 eV
ΔE to the lowest compared entry with this formula, charge and spin = 91.3 kcal per mole
M = 70.051 g/mol
2S+1 = 1

Geometry (Å):
O  -0.0966  1.5783  0.0442
N  -0.9079  0.7782  0.6727
C  -0.6416  -0.4747  0.4345
C  0.5013  -0.5040  -0.4838
N  0.8738  0.6800  -0.7962
H  -1.2787  -1.2508  0.8540
H  1.5496  -0.8070  -0.7253